Entry from the OMol25 dataset: a cluster of 3 separate species, C36H76BClF2N6O10P in total at a distorted geometry (ωB97M-V/def2-TZVPD).

As for the charge: +1. The HOMO-LUMO gap is 7.11 eV. Its HOMO energy is -0.374 Eh.

Structure (XYZ):
```
133
Properties=species:S:1:pos:R:3:forces:R:3:mulliken_charge:R:1
C 1.5936 -3.0012 4.6812 0.877 -0.761 -0.499 -1.14
C 2.3026 -2.1519 3.5154 0.396 -0.692 1.336 0.24
O 1.4120 -1.1408 2.9036 1.558 -1.186 -1.524 -0.38
C 2.2511 -0.4751 1.9291 1.839 1.580 0.469 -1.22
C 1.5112 -0.0716 0.5604 -0.986 2.043 2.191 -0.57
N 0.6689 -1.2065 -0.0436 0.691 -0.460 1.570 0.66
C -0.6370 -0.5839 -0.4022 -3.297 1.809 -0.671 -0.31
C -1.7359 -1.3354 -1.2530 -1.426 0.350 0.187 0.61
C -2.9519 -0.2629 -1.5017 0.498 0.429 -0.121 -0.93
C -3.9818 -0.1730 -0.2740 0.289 0.686 -0.600 -0.01
C -4.8149 1.2299 -0.2307 0.015 -0.863 0.497 -0.61
C -5.2043 1.5505 1.2990 -0.156 0.159 -0.465 -0.57
C -5.6714 0.2819 2.1664 0.165 1.009 0.734 -0.28
C -5.9447 0.8394 3.6816 -0.446 -1.133 -1.344 -0.63
O -4.7138 1.3285 4.2694 -0.688 -1.285 0.431 -0.36
C -3.8476 0.2507 4.6976 0.604 -0.291 -0.296 -0.30
C 1.4357 -2.0125 -1.0176 2.630 -0.558 -1.521 0.19
Cl 2.9673 -2.8367 -0.2597 -0.557 1.220 0.979 -0.16
P 0.6119 -3.5831 -1.7486 -1.285 -0.409 -1.465 0.31
C 1.9313 -4.9150 -2.1370 -0.089 -0.505 0.525 -1.08
C -0.5355 -4.4142 -0.4593 -0.880 -0.620 0.044 -0.51
C -1.9020 -4.8339 -1.2640 0.244 0.558 -0.862 -0.89
C 2.1028 -1.0441 -2.1367 -0.228 -2.758 -1.680 -0.80
B 1.1327 -0.8360 -3.4705 -1.790 -0.193 -1.464 0.54
N 0.2264 0.2941 -3.7306 0.379 -1.908 1.376 -0.15
O 1.1175 -1.8934 -4.4930 1.330 2.398 1.143 -0.78
O 2.8314 0.0734 -1.6748 -1.001 -0.127 2.097 -0.37
C 2.3429 0.8166 -0.4903 3.377 -1.478 -1.038 0.64
C 3.8079 1.3039 0.0775 0.788 0.233 -0.050 -1.09
C 3.8478 2.7015 0.8266 1.553 3.081 0.082 0.55
C 2.9701 3.1501 2.1125 0.376 -0.792 -0.320 -0.80
N 4.7010 3.6576 0.4490 -2.322 -3.272 0.739 -0.72
N 1.6265 1.9335 -1.1377 -2.415 0.462 0.135 1.38
C 0.8562 2.8958 -0.4168 0.743 7.363 1.088 0.28
O 1.2629 4.0926 -0.3687 -2.181 -5.844 -0.367 -0.48
F -0.4285 2.7114 0.2256 3.143 -1.317 -1.774 -0.21
C 2.1807 2.5470 -2.3193 3.669 3.044 -3.163 0.36
O 3.3476 2.8002 -2.6468 -4.906 -1.996 2.080 -0.42
F 1.1982 3.0797 -3.2460 1.345 -1.709 2.982 -0.27
H 0.5846 -2.5969 5.0289 1.547 -0.465 -0.504 0.28
H 2.3551 -3.0902 5.5515 -1.536 0.342 -1.301 0.29
H 1.4911 -4.0849 4.2803 -0.229 1.833 0.779 0.33
H 3.2002 -1.5924 3.9881 -1.412 -0.849 -0.942 0.21
H 2.7036 -2.8983 2.7278 -0.689 1.422 1.037 0.17
H 2.5482 0.5292 2.4369 -0.525 -1.407 -1.131 -0.04
H 3.2669 -1.0087 1.7822 -1.991 0.564 -0.057 0.59
H 0.7030 0.6457 0.9979 1.244 -1.185 -0.909 0.05
H 0.4366 -1.8789 0.7323 0.489 0.803 -0.309 0.82
H -0.5167 0.4701 -0.8706 0.402 -2.016 0.715 -0.69
H -1.1706 -0.3614 0.6101 1.212 -0.398 -1.583 0.36
H -2.2101 -2.1588 -0.5938 0.965 1.008 -1.371 0.10
H -1.4473 -1.6974 -2.2954 0.072 0.232 1.755 0.04
H -3.4474 -0.5265 -2.5131 0.583 0.335 1.815 0.43
H -2.4886 0.7902 -1.6649 -0.673 -1.622 0.257 0.22
H -3.3951 -0.2323 0.7076 -0.688 -0.055 -1.304 -0.24
H -4.6911 -1.0675 -0.3341 0.932 1.257 0.269 0.34
H -4.1901 2.1134 -0.6491 -1.067 -1.590 0.553 0.27
H -5.7740 1.0854 -0.8449 1.468 0.400 0.754 0.32
H -6.0914 2.2932 1.2830 1.450 -1.097 0.123 0.36
H -4.3146 2.0967 1.7876 -1.388 -0.998 -0.546 0.18
H -6.6083 -0.1826 1.6936 1.248 0.666 0.862 0.31
H -4.8819 -0.5388 2.2879 -1.051 1.179 -0.472 0.21
H -6.6962 1.6962 3.6087 1.181 -1.101 0.390 0.37
H -6.3924 -0.0556 4.2708 0.714 1.638 -0.585 0.30
H -3.1264 0.5951 5.5322 -1.349 -0.258 -1.402 0.19
H -4.4472 -0.6505 5.0899 0.848 1.293 -0.626 0.29
H -3.2095 -0.0567 3.7830 -0.828 0.126 1.494 -0.04
H 1.4477 -5.6541 -2.8832 0.601 1.407 1.114 0.38
H 2.8712 -4.4663 -2.6142 -1.435 -0.710 0.820 0.31
H 2.1344 -5.4954 -1.1663 0.137 0.879 -1.544 0.39
H -0.8645 -3.7127 0.3836 0.788 -1.100 -0.931 0.21
H -0.0790 -5.3921 -0.0646 -0.440 1.746 -0.249 0.62
H -2.8266 -4.2780 -0.8645 1.440 -1.070 -0.450 0.25
H -1.7794 -4.4929 -2.3656 -0.313 -0.628 1.757 0.27
H -2.0714 -5.9634 -1.2831 0.221 1.656 0.277 0.30
H 2.9170 -1.7505 -2.5913 -1.362 1.258 0.819 0.32
H 0.0056 0.8742 -2.9147 0.125 -0.041 -0.805 0.04
H -0.6352 0.0170 -4.2348 0.953 0.451 0.056 0.23
H 1.4877 -1.4528 -5.2995 -0.736 -0.703 0.593 0.24
H 4.5279 1.4494 -0.8267 -1.799 -0.246 1.244 0.50
H 4.3591 0.4493 0.6389 -1.392 1.403 -0.570 0.19
H 1.9661 2.5748 2.1717 1.544 1.034 0.064 0.04
H 3.5934 2.8975 3.0442 -1.108 0.188 -1.309 0.31
H 2.7968 4.2908 2.1382 0.288 -1.990 -0.427 0.38
H 5.2748 3.3421 -0.3486 -0.300 0.077 0.248 0.32
C 5.2469 1.2405 8.8578 -0.249 -0.246 -0.078 -0.72
O 3.9184 0.7725 9.0551 0.287 0.395 0.117 -0.31
C 3.0923 1.6876 9.7791 -0.536 -0.243 -0.038 -0.83
C 2.0510 2.3327 8.8640 0.542 0.060 -0.026 -0.11
N 2.6716 3.2662 7.9230 -0.200 -0.212 -0.111 -0.31
C 1.7971 3.6849 6.8248 0.283 -0.123 0.007 -0.89
C 1.2482 2.5959 5.8869 -0.142 0.512 -0.150 -0.49
O 2.2338 1.9818 5.0594 -0.194 -0.244 0.223 -0.24
C 2.9837 0.9573 5.6951 0.098 0.177 -0.333 -0.39
H 5.8484 0.4074 8.4945 -0.094 -0.037 0.035 0.23
H 5.2746 2.0317 8.1047 0.152 0.163 0.054 0.30
H 5.6817 1.6037 9.7909 0.024 0.065 -0.007 0.34
H 3.6800 2.4401 10.3153 0.071 0.001 -0.225 0.39
H 2.5664 1.0952 10.5358 0.010 0.063 -0.065 0.40
H 1.3159 2.8696 9.4709 0.030 0.011 -0.014 0.42
H 1.5307 1.5245 8.3402 -0.122 -0.150 0.139 0.11
H 3.4948 2.8334 7.5197 -0.075 0.076 0.140 0.07
H 2.3776 4.3867 6.2174 -0.127 -0.032 -0.031 0.38
H 0.9579 4.2522 7.2426 -0.019 -0.124 -0.028 0.43
H 0.5546 3.0889 5.1973 0.094 -0.020 -0.001 0.39
H 0.6547 1.8407 6.4125 0.172 -0.108 0.086 0.34
H 2.3921 0.3947 6.4209 0.040 0.087 0.074 0.32
H 3.8716 1.3815 6.1641 0.030 -0.187 0.225 0.17
H 3.3305 0.2633 4.9238 -0.081 0.109 -0.008 0.00
C -0.7717 -2.6180 -7.3812 -0.251 0.200 0.159 -0.89
O -0.9524 -1.2758 -6.9438 0.409 -0.223 -0.194 -0.21
C -0.0522 -0.3494 -7.5605 -0.286 0.498 0.121 -0.76
C -0.7846 0.5472 -8.5593 0.040 -0.524 -0.084 -0.30
N -1.2020 -0.2029 -9.7438 -0.062 0.118 0.218 -0.31
C -2.1657 0.5016 -10.5949 -0.076 -0.199 0.079 -0.69
C -3.5152 0.9041 -9.9751 -0.046 -0.027 -0.488 -0.46
O -4.3709 -0.1925 -9.6686 0.263 0.284 0.276 -0.44
C -4.0829 -0.8431 -8.4413 -0.371 -0.152 -0.305 -0.47
H -1.3397 -3.2703 -6.7182 0.008 0.107 0.047 0.23
H -1.1536 -2.7523 -8.3955 0.137 -0.117 -0.088 0.39
H 0.2796 -2.9101 -7.3406 0.039 -0.031 -0.050 0.33
H 0.8068 -0.8499 -8.0213 -0.195 -0.140 -0.119 0.40
H 0.3412 0.2812 -6.7540 -0.035 0.057 -0.048 0.31
H -0.1253 1.3650 -8.8653 -0.002 -0.023 -0.004 0.42
H -1.6436 0.9826 -8.0392 0.062 0.136 0.190 0.15
H -1.6234 -1.0774 -9.4521 0.087 0.126 -0.024 0.08
H -2.3721 -0.1605 -11.4416 -0.046 0.118 0.033 0.37
H -1.6815 1.3945 -11.0062 -0.053 0.007 0.099 0.39
H -4.0506 1.4893 -10.7299 0.022 -0.098 0.039 0.36
H -3.4059 1.5673 -9.1104 0.069 -0.129 0.138 0.33
H -3.7170 -0.1523 -7.6776 0.117 0.001 -0.052 0.26
H -3.3702 -1.6520 -8.6063 0.160 -0.022 0.239 0.12
H -5.0064 -1.3002 -8.0756 0.021 0.109 -0.098 0.36
```
Forces are in eV/Å.